DFT (ωB97M-V with the def2-TZVPD basis set) results for a molecular structure, C16H16ClN4O2SV.

## Properties
Expectation value of S²   0.774
Relative energy (zero: lowest compared OMol25 entry of this formula, charge and spin)   0.0 kJ/mol
Net charge   +1
Spin multiplicity   2
Highest occupied orbital energy (alpha / beta)   -11.8566 / -11.9444 eV
Total energy   -2791.0361 Eh

Each line ends with the Löwdin spin population.
Geometry (Å):
V1 -0.08111 -0.50391 1.04989  1.049
Cl1 -2.36763 -2.90466 3.32261  0.000
S1 -2.10586 -0.46612 0.11004  -0.030
O1 -1.43275 0.74841 3.69785  -0.002
O2 -0.24187 -0.90977 2.77674  -0.023
N1 -3.66602 1.69019 0.17412  -0.001
N2 -1.46755 2.13030 0.57109  0.000
N3 1.90078 0.12509 0.79860  -0.001
N4 -0.26099 1.51599 0.70828  -0.006
C1 0.43913 -3.28721 0.68134  0.022
C2 2.97221 -0.66667 0.77094  0.002
C3 3.29444 2.02433 1.12606  -0.001
C4 1.10049 -4.43812 -1.32766  0.033
C5 -1.22759 -0.42354 3.57618  0.000
C6 0.78018 3.70966 1.07342  -0.001
C7 4.41368 1.19881 1.10692  0.001
C8 0.87202 -4.44339 0.04025  -0.007
C9 -2.41169 1.26585 0.32144  0.002
C10 0.45196 -2.12372 -1.43900  0.019
C11 0.23583 -2.12267 -0.06308  -0.052
C12 0.79271 2.23368 0.90807  -0.001
C13 0.88917 -3.28082 -2.06752  -0.004
C14 -2.01599 -1.47467 4.32061  -0.001
C15 2.04977 1.45767 0.95597  0.002
C16 4.25480 -0.16226 0.91766  0.000
H1 -2.95368 -1.03392 4.63894  0.000
H2 1.47287 4.18289 0.37566  0.000
H3 0.24810 -3.31098 1.74810  0.000
H4 -3.87549 2.66822 0.28810  0.000
H5 1.05403 -3.28347 -3.13707  -0.001
H6 5.40026 1.62338 1.23467  0.000
H7 -4.40994 1.04367 -0.01689  0.000
H8 1.43329 -5.34047 -1.82302  0.002
H9 5.10301 -0.83010 0.88851  0.000
H10 1.02084 -5.35000 0.61224  -0.001
H11 0.27488 -1.22926 -2.02572  0.001
H12 -1.44611 -1.80561 5.18727  0.000
H13 3.39021 3.09164 1.26281  0.000
H14 -0.21947 4.09484 0.91021  0.000
H15 2.78502 -1.72324 0.62737  0.000
H16 1.09916 3.96344 2.08730  0.000